[1]
{"formula": "C27H53ClN2O11", "method": "the ωB97M-V functional and the def2-TZVPD basis", "elements": ["C", "C", "C", "Cl", "C", "N", "C", "C", "C", "O", "N", "H", "H", "H", "H", "H", "H", "H", "H", "H", "H", "H", "H", "H", "C", "C", "O", "C", "C", "O", "H", "H", "H", "H", "H", "H", "H", "H", "C", "C", "O", "C", "C", "O", "H", "H", "H", "H", "H", "H", "H", "H", "C", "C", "O", "C", "C", "O", "H", "H", "H", "H", "H", "H", "H", "H", "C", "C", "O", "C", "C", "O", "H", "H", "H", "H", "H", "H", "H", "H", "C", "C", "O", "C", "C", "O", "H", "H", "H", "H", "H", "H", "H", "H"], "xyz": [[-4.11387, -1.32384, -3.45522], [-4.73519, -2.76537, -2.98308], [-4.28926, -3.26170, -1.48630], [-5.52706, -2.69139, -0.22606], [-2.75780, -2.87606, -1.04859], [-2.57513, -1.44874, -0.56242], [-1.78407, -3.47600, -2.22262], [-0.31921, -3.18664, -1.54592], [-0.70590, -3.46891, 0.05630], [0.21058, -3.47083, 1.06363], [-2.23281, -3.66173, 0.17176], [-4.56646, -1.09755, -4.53315], [-4.52190, -0.45920, -2.75326], [-2.94566, -1.27428, -3.49982], [-5.91917, -2.61711, -2.94259], [-4.57079, -3.58587, -3.83409], [-4.33755, -4.45442, -1.50483], [-3.42391, -0.84948, -0.79463], [-2.58696, -1.45821, 0.50203], [-1.98090, -3.22296, -3.34787], [-1.89829, -4.65743, -2.09400], [0.40141, -3.97387, -2.02834], [-0.12874, -2.06320, -1.84648], [-2.46359, -4.69229, 0.09428], [2.83856, 0.68360, -2.94279], [2.14452, 1.66205, -3.86875], [0.71500, 1.53284, -3.77440], [-0.05232, 2.15593, -2.84933], [0.61619, 2.79802, -1.66902], [-1.27679, 2.12979, -2.93752], [2.59323, 0.87648, -1.89476], [3.92429, 0.74544, -3.06056], [2.51787, -0.34088, -3.15884], [2.45870, 2.69686, -3.70312], [2.40754, 1.42298, -4.90522], [0.63780, 2.08775, -0.83837], [0.03108, 3.67698, -1.37563], [1.62228, 3.15828, -1.87128], [2.65289, -0.29492, 1.87025], [4.03761, -0.53570, 1.30366], [4.54329, 0.64851, 0.66252], [5.18638, 1.65280, 1.30330], [5.13776, 1.70221, 2.80247], [5.73489, 2.54693, 0.66498], [2.66213, 0.47833, 2.64340], [2.24940, -1.21383, 2.30536], [1.97314, 0.05185, 1.08489], [4.74192, -0.90998, 2.05254], [3.97790, -1.30525, 0.52596], [4.30836, 2.34257, 3.11387], [6.07891, 2.13061, 3.16541], [5.04723, 0.72698, 3.27536], [5.85781, 6.86604, 5.82057], [4.98487, 6.02542, 4.91075], [5.54852, 4.71509, 4.72509], [5.35366, 3.67019, 5.56353], [4.75764, 3.92981, 6.91619], [5.72765, 2.54340, 5.25007], [5.93262, 6.43229, 6.82159], [5.45574, 7.87918, 5.91214], [6.87720, 6.92524, 5.42506], [3.94895, 5.96360, 5.25717], [4.95017, 6.48907, 3.91857], [5.56264, 4.06684, 7.64292], [4.15821, 3.05848, 7.20337], [4.08450, 4.78351, 6.94748], [-1.54393, 4.12444, 2.08645], [-1.03703, 5.02466, 3.19511], [-0.03986, 4.35408, 3.98576], [1.27796, 4.30665, 3.67939], [1.71625, 4.72080, 2.30508], [2.08847, 3.86157, 4.48733], [-0.74607, 3.85508, 1.38886], [-2.34244, 4.61745, 1.52448], [-1.93059, 3.18757, 2.50101], [-0.66610, 5.98475, 2.82419], [-1.86435, 5.25658, 3.87507], [1.77005, 3.83711, 1.66388], [2.71226, 5.17166, 2.38058], [1.07863, 5.47163, 1.84400], [-7.69978, -7.97780, -5.26364], [-6.36817, -7.85081, -5.97578], [-5.75876, -6.57691, -5.70208], [-4.99071, -6.31055, -4.61953], [-4.98516, -7.28611, -3.47909], [-4.36993, -5.25392, -4.54243], [-7.58219, -7.93408, -4.17735], [-8.18571, -8.92344, -5.52083], [-8.36324, -7.15262, -5.54293], [-5.68446, -8.67291, -5.74414], [-6.53566, -7.88582, -7.05805], [-5.73015, -6.97912, -2.74040], [-3.99205, -7.27155, -3.01593], [-5.16498, -8.31669, -3.77656]], "forces_ev_per_a": [[-0.957, 0.333, -0.186], [-0.843, 0.660, -0.463], [0.761, -1.537, -0.891], [0.957, -0.358, -0.815], [-0.763, -0.787, 0.165], [-1.488, -0.276, 0.188], [0.428, -1.005, 1.212], [-1.982, -0.019, -1.074], [4.120, 0.257, 3.200], [-6.462, -0.252, -6.464], [1.998, -0.098, -1.040], [1.143, -0.477, 2.291], [0.997, -1.762, -1.418], [-2.324, -0.110, 0.122], [2.563, -0.338, 0.025], [-0.018, 2.028, 2.449], [-0.020, 2.570, 0.226], [1.547, -1.162, -0.001], [0.054, -0.373, -1.885], [0.560, -0.119, 2.375], [-0.145, 2.460, -0.597], [-0.902, 1.819, 1.454], [0.281, -2.324, 1.188], [0.467, 1.532, 0.201], [-0.037, -0.098, 0.219], [0.211, -0.142, 0.150], [-0.574, 0.197, -0.242], [-1.657, -0.263, -0.042], [0.142, 0.742, 0.120], [2.240, -0.128, -0.190], [0.148, 0.068, -0.092], [-0.132, 0.007, 0.045], [0.061, 0.157, -0.096], [-0.101, -0.099, 0.103], [-0.349, 0.057, 0.145], [0.017, 0.046, -0.106], [-0.060, -0.362, 0.000], [0.103, -0.222, 0.065], [-0.113, 0.159, 0.172], [-0.194, 0.019, 0.142], [0.358, 0.078, -0.659], [0.493, 1.254, -0.304], [0.709, -0.254, -0.189], [-1.083, -1.699, 0.518], [0.079, -0.125, 0.009], [0.009, 0.090, -0.114], [0.094, -0.181, 0.016], [-0.078, 0.181, -0.017], [0.131, 0.322, -0.023], [0.126, -0.066, 0.003], [-0.541, 0.037, -0.302], [-0.223, 0.049, 0.020], [0.192, -0.023, 0.177], [0.006, 0.077, 0.181], [-0.015, -0.501, -0.357], [0.489, -1.347, -0.138], [-0.697, -0.139, 0.193], [-0.383, 2.325, 0.761], [-0.113, 0.075, -0.081], [0.035, -0.103, -0.028], [-0.194, 0.030, -0.036], [0.138, -0.134, 0.053], [0.110, -0.347, 0.068], [-0.069, -0.010, -0.098], [0.351, 0.110, -0.074], [0.156, 0.107, 0.009], [0.073, -0.182, -0.140], [-0.128, -0.084, -0.230], [0.460, 0.048, 0.549], [0.829, -0.724, 0.833], [0.340, 0.643, -0.138], [-1.594, 0.752, -1.019], [-0.087, 0.116, 0.017], [0.084, -0.055, 0.073], [-0.004, 0.207, -0.001], [0.084, -0.152, -0.006], [0.349, -0.138, 0.084], [0.007, 0.094, 0.063], [-0.120, -0.373, 0.002], [-0.151, -0.173, -0.081], [-0.119, 0.091, 0.212], [-0.235, -0.142, 0.086], [0.617, 0.470, -0.002], [0.371, 1.121, 0.012], [0.560, -0.437, 0.148], [-1.013, -2.179, -0.759], [0.017, -0.107, -0.107], [0.065, 0.110, 0.009], [0.123, -0.157, -0.066], [-0.035, 0.144, 0.097], [0.201, 0.265, 0.212], [0.063, -0.036, -0.094], [-0.287, 0.220, -0.021], [-0.228, 0.051, 0.017]], "gap_ev": 9.9, "multiplicity": 1, "smiles": "CC[C@H](Cl)[C@]1(N)CCC(=O)N1.CCOC(C)=O.CCOC(C)=O.CCOC(C)=O.CCOC(C)=O.CCOC(C)=O", "e_homo_ha": -0.34970}

[2]
{"formula": "C15H42O15", "method": "the ωB97M-V functional and the def2-TZVPD basis", "elements": ["C", "O", "C", "O", "O", "C", "H", "H", "H", "H", "H", "H", "C", "O", "C", "O", "O", "C", "H", "H", "H", "H", "H", "H", "C", "O", "C", "O", "O", "C", "H", "H", "H", "H", "H", "H", "C", "O", "H", "H", "H", "H", "C", "O", "H", "H", "H", "H", "C", "O", "H", "H", "H", "H", "C", "O", "H", "H", "H", "H", "C", "O", "H", "H", "H", "H", "C", "O", "H", "H", "H", "H"], "xyz": [[2.79432, 4.15373, -5.18683], [2.59459, 2.79465, -5.48845], [1.93642, 2.05171, -4.61656], [1.57445, 2.39577, -3.50266], [1.63803, 0.90768, -5.24224], [1.13922, -0.13060, -4.32334], [2.99819, 4.24729, -4.06674], [1.89431, 4.77524, -5.38369], [3.66785, 4.49188, -5.74793], [1.01949, -0.99412, -4.90977], [0.18901, 0.00919, -3.84990], [1.88883, -0.22031, -3.55031], [0.07948, -3.41497, 4.49433], [0.08398, -3.20158, 3.09355], [-0.70525, -2.28674, 2.54319], [-0.82552, -2.23809, 1.32269], [-1.31979, -1.50527, 3.43562], [-2.08923, -0.39974, 2.92470], [-0.67511, -4.06742, 4.76023], [0.06068, -2.48058, 5.03149], [1.01911, -3.89711, 4.74126], [-2.78253, -0.23592, 3.76148], [-2.54430, -0.71313, 1.90513], [-1.42490, 0.38012, 2.73825], [-2.84882, -2.69282, -5.63686], [-3.39949, -3.46023, -4.47246], [-2.59546, -3.29159, -3.32797], [-1.69006, -2.47712, -3.25671], [-2.95018, -4.16827, -2.42767], [-2.12883, -4.10777, -1.23042], [-3.53627, -3.04851, -6.39698], [-1.77541, -3.10496, -5.69625], [-2.86177, -1.66789, -5.44103], [-2.09680, -5.09063, -0.69253], [-2.53344, -3.43062, -0.52795], [-1.14100, -3.76401, -1.56637], [1.98073, 0.37628, 5.92349], [0.93745, 0.18938, 4.96156], [2.57081, -0.54669, 5.94182], [2.67909, 1.15860, 5.62257], [1.58851, 0.35153, 6.91289], [1.28538, 0.27835, 4.04279], [-2.02353, 0.20046, -0.83071], [-0.67081, -0.06026, -0.31256], [-2.75254, -0.45091, -0.29050], [-2.40754, 1.17563, -0.63743], [-2.17738, -0.06674, -1.89784], [-0.68365, -0.96020, 0.07007], [-0.26334, 2.84675, 5.73901], [-0.87231, 2.25131, 4.57657], [-0.81169, 2.65443, 6.62841], [0.74002, 2.34582, 5.94007], [-0.16848, 3.93474, 5.72368], [-0.65216, 1.31413, 4.60935], [2.16993, 2.02579, 1.74746], [1.47793, 0.86098, 2.15056], [2.72663, 1.95857, 0.80810], [1.42071, 2.85757, 1.66540], [2.75678, 2.35013, 2.61855], [0.73526, 0.68226, 1.57515], [1.64820, -1.44874, -1.29384], [0.99964, -2.57244, -1.86919], [2.53767, -1.11985, -1.85852], [1.08816, -0.54520, -1.37624], [1.91723, -1.58427, -0.23731], [0.10520, -2.34169, -2.18633], [-0.38266, 3.77731, -1.46178], [0.66607, 3.13072, -0.77486], [-1.23911, 3.72320, -0.79251], [-0.22711, 4.80765, -1.74819], [-0.69315, 3.29522, -2.39720], [1.34024, 3.03292, -1.50281]], "forces_ev_per_a": [[0.136, 0.986, 2.250], [0.180, -0.158, -0.641], [-1.250, 0.200, 0.147], [0.644, -0.528, -0.889], [-0.590, -0.283, 1.389], [1.012, 0.886, -0.009], [-0.112, 0.033, -1.479], [0.525, -0.519, -0.178], [-0.319, -0.058, 0.005], [0.342, -1.127, -0.782], [-0.611, 1.025, 0.073], [0.020, -0.405, 0.025], [1.975, 1.115, 0.052], [-0.179, 0.113, -0.656], [-0.135, -0.085, -0.844], [0.028, 0.048, 1.489], [0.560, -0.721, -0.533], [-1.542, -2.308, -1.036], [-1.869, -1.144, 0.568], [-0.275, 0.273, 0.187], [0.195, -0.089, -0.216], [-0.016, 0.432, -0.813], [0.334, 0.605, 1.974], [0.881, 1.631, -0.134], [1.014, -3.766, 1.452], [1.785, 1.183, 1.624], [-0.587, 0.408, -2.496], [-0.791, -0.514, -0.096], [-0.095, -0.319, 0.743], [0.941, -1.120, -0.238], [0.416, 0.379, -0.451], [-1.640, 0.980, -0.649], [-0.085, 1.575, 0.154], [-0.087, 0.642, -1.129], [-0.523, 1.048, 0.520], [-0.253, -0.483, 0.712], [0.747, -1.917, -1.657], [0.128, 0.033, -0.209], [0.351, -0.057, -0.205], [-0.333, 0.391, 0.561], [-0.588, 1.012, 0.657], [-0.086, 0.108, 0.606], [0.017, -2.269, 0.607], [-1.866, 0.648, -0.602], [0.486, 0.169, -0.260], [0.505, 1.070, 0.099], [0.626, 0.284, 0.459], [-0.101, 0.412, -0.099], [1.518, -1.291, -0.280], [-0.068, 1.177, 0.599], [-0.953, -0.380, 0.836], [-1.106, 1.135, -0.460], [0.043, -0.178, -0.835], [0.364, 0.028, 0.220], [-1.432, 1.834, 0.822], [0.456, -0.824, 0.432], [0.039, -0.280, 0.300], [0.676, -0.618, -0.384], [0.421, -0.415, -0.501], [-0.249, 0.124, -0.613], [0.776, 0.530, -0.352], [-0.209, 0.135, -0.096], [0.285, -0.983, 0.177], [-0.910, 0.359, 0.266], [-0.111, -0.289, -0.289], [0.621, 0.152, 0.200], [-1.338, -0.509, 0.158], [1.265, 0.344, -1.966], [-0.163, 0.242, 0.001], [0.502, 0.559, 0.300], [0.277, -0.398, 0.140], [-0.624, -0.270, 1.273]], "gap_ev": 10.4, "relative_energy_kcal_mol": 13.1, "multiplicity": 1, "smiles": "COC(=O)OC.COC(=O)OC.COC(=O)OC.CO.CO.CO.CO.CO.CO", "e_homo_ha": -0.35800}